No. 1
{"formula": "C23H25BN8O2PtS4Sb", "method": "wB97M-V/def2-TZVPD", "elements": ["Pt", "C", "C", "C", "C", "N", "N", "B", "N", "C", "C", "C", "C", "N", "N", "C", "C", "C", "C", "N", "N", "C", "C", "C", "C", "N", "H", "H", "H", "H", "H", "H", "H", "H", "H", "H", "H", "H", "H", "H", "H", "H", "H", "H", "H", "H", "S", "Sb", "S", "S", "S", "O", "C", "O", "C", "C", "C", "C", "C", "C", "H", "H", "H", "H", "H"], "positions_angstrom": [[0.11306, -0.21044, -0.10847], [2.07699, 2.41558, -1.80232], [0.65469, 2.17978, -2.15151], [-0.12736, 2.96268, -3.00353], [-1.35777, 2.34957, -3.03277], [-1.31026, 1.26169, -2.25338], [-0.08341, 1.15843, -1.71281], [-2.47740, 0.27953, -1.99768], [-1.88790, -1.15746, -2.01233], [-2.32643, -2.21941, -2.70118], [-1.46235, -3.26923, -2.48924], [-0.48316, -2.77324, -1.62763], [0.70191, -3.49079, -1.10554], [-0.76699, -1.49527, -1.36254], [-3.03728, 0.54633, -0.59584], [-4.20232, 1.01444, -0.11323], [-4.10154, 1.11659, 1.25330], [-2.79844, 0.69952, 1.55293], [-2.13381, 0.66286, 2.87804], [-2.19185, 0.35367, 0.42926], [-3.43022, 0.37339, -3.16822], [-4.76636, 0.50532, -3.33408], [-5.04513, 0.40114, -4.67356], [-3.79773, 0.19037, -5.28606], [-3.51509, -0.03110, -6.72853], [-2.85057, 0.17882, -4.37078], [2.48748, 3.19280, -2.44320], [2.66652, 1.50853, -1.93483], [2.16935, 2.72937, -0.76236], [0.17949, 3.84683, -3.52255], [-2.24614, 2.62594, -3.55921], [-3.21013, -2.18818, -3.30154], [-1.51321, -4.25919, -2.89301], [0.70408, -4.50870, -1.48205], [0.69440, -3.51556, -0.01433], [1.61940, -2.99194, -1.41818], [-5.03245, 1.25391, -0.73939], [-4.85063, 1.44948, 1.94068], [-2.86889, 0.71624, 3.67782], [-1.45470, 1.51201, 2.96709], [-1.54704, -0.25174, 2.97736], [-5.44174, 0.64768, -2.51898], [-6.00190, 0.47069, -5.14682], [-4.42470, 0.07577, -7.31205], [-3.11319, -1.03055, -6.88159], [-2.77412, 0.68177, -7.07976], [4.86274, 0.72120, 1.84551], [3.03558, -0.85225, 1.77871], [2.76471, -0.70796, -0.62350], [0.22625, -1.66595, 1.64649], [4.10684, -2.95276, 1.32455], [-0.33747, 2.60802, 0.72327], [0.59000, 2.19732, 1.40292], [1.11030, 1.03039, 1.23642], [1.19263, 3.01320, 2.49836], [1.12797, 4.39904, 2.39646], [1.61045, 5.18801, 3.42338], [2.14480, 4.59844, 4.55705], [2.21838, 3.21940, 4.65899], [1.74848, 2.42385, 3.62889], [0.69447, 4.83018, 1.50473], [1.55735, 6.26503, 3.35165], [2.50012, 5.21856, 5.36576], [2.63195, 2.77334, 5.55225], [1.79223, 1.34468, 3.71879]], "multiplicity": 2, "gap_ha": [0.19780, 0.19687], "lumo_ev": [-3.1, -3.1], "homo_energy_ev": [-8.50, -8.45]}

=====

No. 2
{"formula": "C23H25BrCl2F2KLiMgN2O18S3", "method": "wB97M-V/def2-TZVPD", "elements": ["C", "C", "N", "C", "C", "C", "O", "O", "O", "C", "O", "O", "C", "C", "C", "O", "C", "C", "C", "C", "C", "C", "H", "H", "H", "H", "H", "H", "H", "H", "H", "H", "H", "H", "H", "H", "H", "H", "H", "Li", "N", "S", "O", "O", "F", "S", "O", "O", "F", "K", "O", "S", "O", "O", "O", "C", "C", "C", "O", "C", "C", "C", "O", "O", "O", "H", "H", "H", "H", "Cl", "C", "C", "Cl", "H", "H", "H", "H", "Mg", "Br"], "positions_angstrom": [[4.84562, -4.15015, 2.78962], [4.11625, -3.62584, 1.51681], [4.31227, -2.24142, 1.17877], [3.25779, -1.36789, 1.66511], [2.95486, -1.26008, 3.19148], [2.07903, -2.32390, 3.81309], [2.19298, -2.70683, 4.92970], [1.06561, -2.87747, 2.98086], [3.82248, -0.07171, 1.39902], [2.88484, 0.55631, 0.57781], [2.48726, 1.65772, 0.64188], [2.47593, -0.43079, -0.28266], [2.09134, -1.45170, 0.66292], [0.67898, -1.08557, 1.08018], [-0.19949, -2.32872, 0.95177], [0.14848, -3.29590, 0.28332], [-1.47190, -2.38139, 1.71375], [-1.63518, -1.66037, 2.87699], [-2.79770, -1.73719, 3.60440], [-3.79656, -2.54680, 3.13909], [-3.63915, -3.23842, 1.97158], [-2.49171, -3.17088, 1.23938], [5.17917, -5.19004, 2.60561], [5.71455, -3.53894, 2.99733], [4.20561, -4.17086, 3.67086], [3.04677, -3.78479, 1.62630], [4.48024, -4.24167, 0.69936], [5.20892, -1.89219, 1.48769], [3.87054, -1.11895, 3.74349], [2.38671, -0.34406, 3.33916], [0.28554, -2.28566, 3.10106], [2.11582, -2.34205, 0.05015], [0.27404, -0.30496, 0.43950], [0.60901, -0.70024, 2.08578], [-0.87745, -0.99980, 3.27577], [-2.89468, -1.15566, 4.50054], [-4.71485, -2.63093, 3.68851], [-4.45594, -3.84652, 1.62526], [-2.39444, -3.70989, 0.31157], [1.67745, -4.46242, 2.22950], [-1.47820, -1.58094, -3.24449], [-2.96147, -1.02592, -3.04295], [-3.11242, -0.05874, -2.00720], [-4.00775, -1.97383, -3.22163], [-3.05434, -0.14542, -4.35979], [-0.96895, -2.47476, -2.07482], [0.44250, -2.68191, -2.12213], [-1.76781, -3.61210, -1.71610], [-1.12128, -1.51664, -0.77822], [-0.70774, -5.37182, 0.82685], [-4.99158, -1.69704, -0.00481], [-6.36390, -1.43008, 0.44724], [-6.78505, -0.08517, 0.04859], [-6.40541, -1.51951, 1.91440], [-7.25596, -2.44047, -0.12730], [-3.28427, 3.81609, -2.66686], [-3.90524, 4.99863, -2.73651], [-3.18166, 6.25220, -3.12512], [-3.81663, 7.29204, -3.18609], [-1.75962, 6.16928, -3.40619], [-1.12546, 4.98947, -3.33580], [-1.86162, 3.72261, -2.97041], [-1.25102, 2.67790, -2.93910], [0.17412, 4.88084, -3.58491], [-5.20220, 5.14939, -2.46981], [-3.79501, 2.90235, -2.38999], [-1.24833, 7.08480, -3.66881], [0.40451, 3.93414, -3.46748], [-5.38932, 6.09672, -2.59857], [3.85221, 6.89982, -0.95881], [3.26940, 5.98754, -2.38082], [4.24006, 6.05104, -3.52823], [4.34453, 7.68325, -4.24797], [2.29676, 6.38216, -2.65822], [3.14079, 4.95362, -2.06454], [3.91138, 5.37829, -4.31819], [5.24055, 5.75923, -3.21983], [7.04192, -6.02037, 3.19231], [1.34446, 3.03189, -1.21003]], "gap_ha": 0.05829, "lumo_ev": -5.2, "homo_energy_ev": -6.75}

=====

No. 3
{"formula": "C23H25F9KN7O2", "method": "wB97M-V/def2-TZVPD", "elements": ["K", "C", "N", "C", "N", "C", "N", "C", "N", "C", "C", "H", "H", "H", "H", "H", "H", "H", "H", "H", "H", "H", "H", "C", "C", "C", "C", "C", "N", "C", "O", "N", "C", "C", "C", "C", "N", "C", "C", "C", "H", "H", "H", "H", "H", "H", "H", "H", "H", "H", "H", "H", "H", "F", "C", "F", "F", "C", "O", "C", "F", "F", "F", "C", "F", "F", "F"], "positions_angstrom": [[1.70224, -0.76090, 0.02550], [2.07396, -2.71178, -3.40400], [1.34904, -2.58670, -2.13020], [-0.08466, -2.40615, -2.44082], [-0.62089, -3.50456, -3.23895], [0.15505, -3.59635, -4.47570], [1.58338, -3.81665, -4.22295], [1.71655, -5.05412, -3.44417], [0.97983, -4.99804, -2.18337], [1.47943, -3.87247, -1.40004], [-0.43323, -4.74973, -2.48305], [3.13414, -2.87238, -3.19260], [1.96607, -1.78038, -3.96601], [-0.21036, -1.47152, -2.99503], [-0.63594, -2.34692, -1.50116], [0.03436, -2.67022, -5.04237], [-0.22786, -4.42428, -5.07516], [2.77419, -5.22653, -3.23258], [1.34025, -5.88679, -4.04146], [2.53834, -4.03735, -1.18034], [0.92697, -3.79397, -0.46175], [-0.98832, -4.68459, -1.54733], [-0.82391, -5.58163, -3.07205], [-1.53291, 5.64601, -1.99411], [-1.54621, 4.86569, -0.70797], [-2.06593, 3.57875, -0.64494], [-2.04674, 2.85069, 0.53494], [-1.51759, 3.40588, 1.69255], [-1.52579, 2.62913, 2.87537], [-0.72731, 2.73836, 3.98776], [-1.10305, 2.40500, 5.09063], [0.54905, 3.26518, 3.80745], [1.39720, 3.13231, 2.69554], [2.42804, 4.04363, 2.51295], [3.27775, 3.89286, 1.43150], [3.06907, 2.83740, 0.56193], [2.08836, 1.94926, 0.72904], [1.27251, 2.09687, 1.77084], [-1.03067, 4.70915, 1.65589], [-1.03536, 5.41507, 0.46490], [-2.11279, 5.14160, -2.76604], [-0.51443, 5.76891, -2.36808], [-1.95191, 6.64344, -1.85474], [-2.48836, 3.12827, -1.53549], [-2.44059, 1.84363, 0.56103], [-2.35047, 2.07722, 3.05655], [0.99947, 3.42111, 4.69625], [2.55102, 4.86418, 3.20935], [4.08818, 4.58774, 1.26072], [3.71632, 2.69009, -0.29447], [0.48429, 1.36437, 1.88864], [-0.65203, 5.17039, 2.55777], [-0.64653, 6.42713, 0.45298], [0.37499, -2.31507, 3.89066], [-0.61952, -1.65440, 3.30373], [-0.22534, -0.35779, 3.21777], [-1.67678, -1.68755, 4.12503], [-0.89317, -2.20762, 1.86478], [0.23410, -2.37108, 1.19794], [-1.68771, -3.54932, 1.99909], [-1.12768, -4.34556, 2.91701], [-2.97628, -3.37273, 2.34748], [-1.67831, -4.21773, 0.83807], [-1.82062, -1.17766, 1.12168], [-2.75002, -0.57260, 1.87778], [-1.05978, -0.18345, 0.59000], [-2.45509, -1.74272, 0.08585]], "de_lowest_kcal_mol": 0.0, "gap_ha": 0.30769, "lumo_ev": -0.3, "homo_energy_ev": -8.66}

=====

No. 4
{"formula": "C23H25FN4O4S", "method": "wB97M-V/def2-TZVPD", "elements": ["C", "H", "H", "H", "C", "N", "C", "O", "C", "N", "C", "O", "C", "H", "H", "S", "C", "N", "N", "C", "O", "C", "O", "C", "C", "C", "C", "C", "C", "H", "H", "H", "H", "H", "H", "H", "C", "C", "C", "C", "C", "C", "H", "H", "H", "F", "H", "H", "H", "H", "C", "H", "H", "H", "C", "H", "H", "H"], "positions_angstrom": [[-0.72341, -2.64636, 1.52839], [-1.33020, -3.46729, 1.15693], [-0.05558, -3.02090, 2.29948], [-1.37531, -1.89262, 1.96299], [0.09722, -2.03223, 0.39164], [0.87421, -0.90958, 0.92228], [1.87718, -1.01781, 1.80315], [2.28538, -2.05109, 2.29412], [2.52981, 0.32509, 2.16243], [2.76085, 1.14961, 0.98648], [2.41216, 2.45529, 1.04457], [1.92408, 2.95923, 2.03409], [2.72902, 3.29789, -0.18559], [3.57312, 3.95011, 0.04430], [2.94426, 2.71805, -1.07799], [1.34643, 4.43835, -0.52108], [0.02937, 3.37546, -0.23113], [0.04256, 2.08494, -0.06413], [-1.23614, 1.72011, 0.17537], [-1.96165, 2.78462, 0.12876], [-1.21141, 3.88495, -0.13282], [-3.43901, 2.92574, 0.28588], [-4.15581, 2.17695, -0.65865], [-4.36002, 0.83411, -0.45658], [-3.87887, 0.10008, 0.61788], [-4.19566, -1.24583, 0.72099], [-4.97087, -1.86780, -0.23866], [-5.43755, -1.13530, -1.31892], [-5.13881, 0.20694, -1.42789], [-5.49917, 0.79683, -2.25564], [-6.04089, -1.61061, -2.07766], [-5.20905, -2.91654, -0.14870], [-3.82633, -1.81034, 1.56361], [-3.24687, 0.55328, 1.36499], [-3.73266, 2.66605, 1.31212], [-3.69424, 3.97204, 0.09409], [3.29383, 0.47021, -0.13701], [2.55692, 0.37124, -1.31362], [3.08412, -0.35046, -2.36669], [4.31045, -0.98605, -2.28744], [5.02485, -0.88810, -1.10673], [4.52541, -0.16561, -0.03677], [5.08980, -0.09933, 0.87931], [5.97965, -1.38193, -1.01838], [4.68058, -1.54774, -3.12966], [2.36636, -0.44601, -3.50359], [1.58225, 0.82658, -1.39516], [1.87716, 0.89059, 2.83354], [3.46623, 0.11437, 2.68769], [0.55103, 0.01185, 0.66145], [-0.81916, -1.47694, -0.69594], [-0.23331, -1.12082, -1.53996], [-1.49166, -2.25323, -1.05041], [-1.41706, -0.65379, -0.31391], [1.04376, -3.07571, -0.20622], [1.64737, -2.63068, -0.99452], [1.70663, -3.46370, 0.56102], [0.46869, -3.89621, -0.62604]], "de_lowest_kcal_mol": 3.3, "smiles": "CC(C)(C)NC(=O)CN(C(=O)CSc1nnc(COc2ccccc2)o1)c1cccc(F)c1", "gap_ha": 0.34140, "lumo_ev": 0.5, "homo_energy_ev": -8.82}